Record 1
Density functional theory data (ωB97M-V with the def2-TZVPD basis set) for a cluster of 3 separate species, C13H28O8P2S in total in a non-equilibrium geometry.

Structure (ORCA input):
```
! wB97M-V def2-TZVPD RIJCOSX def2/J DEFGRID3
* xyz 0 1
C 2.8097 1.1348 2.0266
C 3.8775 0.2645 2.6198
O 3.6787 -0.5726 3.4912
O 5.1291 0.4894 2.0927
C 5.6314 -0.6833 1.4207
C 6.8164 -0.3112 0.5699
C 6.5596 0.0570 -0.9031
P 4.9006 0.7404 -1.2836
P 3.7495 -1.0561 -1.7638
S 4.7478 -2.6491 -2.2836
H 1.8829 0.5905 2.0950
H 2.7508 2.0797 2.5439
H 3.0614 1.3259 0.9963
H 4.8465 -1.2003 0.8756
H 5.9630 -1.3662 2.1914
H 7.4574 -1.1792 0.5529
H 7.3470 0.4907 1.0593
H 7.2691 0.8180 -1.1925
H 6.7368 -0.7999 -1.5392
H 5.0925 1.2330 -2.5875
H 2.8607 -0.6153 -2.7605
H 2.9244 -1.2310 -0.6401
C -4.2005 3.6054 1.4107
C -3.3427 2.5976 0.6771
O -2.1267 2.3169 1.3842
C -2.2463 1.4575 2.3936
O -3.2514 0.8894 2.7260
O -1.0498 1.3209 2.9598
C -1.0309 0.4574 4.1015
H -3.6272 4.5084 1.6222
H -5.0687 3.8724 0.8090
H -4.5499 3.2025 2.3603
H -3.0337 3.0015 -0.2852
H -3.8860 1.6716 0.4907
H -1.4749 -0.5069 3.8681
H -1.5582 0.9213 4.9328
H 0.0138 0.3214 4.3654
C -3.3606 -1.5140 -0.6394
C -3.8080 -0.4873 -1.6579
O -3.7008 -0.9877 -2.9976
C -4.6892 -1.7906 -3.3833
O -5.6529 -2.0931 -2.7331
O -4.4361 -2.1832 -4.6297
C -5.4002 -3.0911 -5.1670
H -2.3568 -1.8693 -0.8755
H -3.3557 -1.0788 0.3611
H -4.0266 -2.3756 -0.6360
H -3.1535 0.3821 -1.6214
H -4.8258 -0.1502 -1.4635
H -6.4069 -2.6914 -5.0734
H -5.3330 -4.0539 -4.6637
H -5.1535 -3.2130 -6.2171
*
```

Summary:
- SMILES string = CC(=O)OCCCP[PH2]=S.CCOC(=O)OC.CCOC(=O)OC
- frontier orbital gap (eV) = 9.033
- largest force on an atom (eV/A) = 2.1



Record 2
Density functional theory data (ωB97M-V with the def2-TZVPD basis set) for a structure of composition C5H12N2O in a non-equilibrium geometry.

Structure (ORCA input):
```
! wB97M-V def2-TZVPD RIJCOSX def2/J DEFGRID3
* xyz 0 1
C 1.0723 -0.0019 0.7061
N 1.4927 -0.4564 -0.5162
C 1.7382 0.4273 -1.4768
O 1.4023 1.6118 -1.4662
C -0.5573 -0.3264 0.7557
C -0.6763 -1.7284 0.4963
N -1.2344 0.1382 1.9349
C -1.5298 1.5622 2.0042
H 1.2695 1.0522 0.7323
H 1.4707 -0.5793 1.6038
H 0.6925 -0.4141 -4.4230
H 2.2616 0.0201 -2.3455
H -1.0466 0.2041 -0.1408
H -1.6564 -2.1023 0.8506
H -0.5267 -1.9601 -0.5614
H 0.0515 -2.3730 0.8325
H 0.7060 -1.0218 -4.9348
H -1.9985 1.8027 2.9448
H -2.2790 1.8534 1.2191
H -0.6523 2.2917 1.7843
*
```

Summary:
- frontier orbital gap (eV) = 5.736
- largest force on an atom (eV/A) = 6.2



Record 3
Density functional theory data (ωB97M-V with the def2-TZVPD basis set) for a cluster of 2 separate species, C3H8N4 in total in a non-equilibrium geometry.

Structure (ORCA input):
```
! wB97M-V def2-TZVPD RIJCOSX def2/J DEFGRID3
* xyz 0 1
C 0.0161 0.4758 1.3819
C 0.0431 0.6835 -1.3088
C -0.1630 -0.5682 0.4139
N -0.0314 1.4231 2.0405
N 0.6108 1.9008 -0.9659
N -1.5074 -1.0475 0.3032
N 0.9179 -1.4864 0.2888
H 0.6911 0.2148 -1.9752
H -1.0100 0.6690 -1.4290
H 0.2816 2.6380 -0.4491
H 1.5824 1.8278 -0.6293
H -2.0615 -1.0231 1.1472
H -1.6002 -2.0699 -0.0861
H 1.6310 -1.2323 1.0239
H 0.5996 -2.4054 0.2441
*
```

Summary:
- frontier orbital gap (eV) = 7.978
- largest force on an atom (eV/A) = 4.3



- What is the formula in the third record?
  C3H8N4



- frontier orbital gap of number 1 (C13H28O8P2S)?
  9.033 eV



- Which value of largest force on an atom does entry 3 give?
  4.3 eV/A



- Which of these has the lowest frontier orbital gap?
  C5H12N2O